[1]
Density functional theory data (the ωB97M-V functional and the def2-TZVPD basis) for a gas-phase ion, C3H6N (charge +1) at a distorted geometry.

Values from the calculation:
Net charge   +1
Molecular weight   56.09 g/mol
HOMO energy   -15.386 eV
E_LUMO   -6.163 eV
SMILES   C=C[NH+]=C
Energy relative to the best compared isomer or geometry (same formula, charge and spin)   15.0 kcal/mol
Calculated total energy   -172.3347 Eh

CARTESIAN COORDINATES (ANGSTROEM)
1 C -0.8353 -0.3935 -1.2608
2 C -0.9068 0.1825 -0.0702
3 N 0.1499 0.2160 0.8884
4 C 1.4123 0.1183 0.6632
5 H 0.0745 -0.8023 -1.6758
6 H -1.7766 -0.4924 -1.7737
7 H -1.7704 0.8037 0.1284
8 H -0.1418 0.3892 1.8481
9 H 2.0827 0.4320 1.4537
10 H 1.7115 -0.4535 -0.2014



[2]
Density functional theory data (the ωB97M-V functional and the def2-TZVPD basis) for 2 unconnected molecules or ions with the total composition C4H9P at a distorted geometry.

Values from the calculation:
Net charge   0
Molecular weight   88.09 g/mol
HOMO energy   -9.504 eV
E_LUMO   0.060 eV
SMILES   C=CC.C=P
Energy relative to the best compared isomer or geometry (same formula, charge and spin)   41.2 kcal/mol
Calculated total energy   -499.0379 Eh

CARTESIAN COORDINATES (ANGSTROEM)
1 C -0.9834 1.2802 1.3680
2 C 0.1246 0.5039 1.2691
3 C 1.6175 1.1065 1.2108
4 H -1.0079 2.3711 1.2821
5 H -2.0270 0.9142 1.4957
6 H 0.2183 -0.6145 1.0913
7 H 1.9989 1.0167 0.2662
8 H 2.2159 0.4671 1.8199
9 H 1.8028 2.1549 1.5977
10 C -0.8764 -2.3609 -2.2737
11 P 0.2039 -1.0615 -2.0783
12 H -0.3728 -3.3204 -2.5102
13 H -1.9267 -2.3947 -2.4528
14 H -0.9878 -0.0628 -2.0858



[3]
Density functional theory data (the ωB97M-V functional and the def2-TZVPD basis) for a molecular structure, C3H6N2O at a distorted geometry.

Values from the calculation:
Net charge   0
Molecular weight   86.09 g/mol
HOMO energy   -9.702 eV
E_LUMO   0.206 eV
Energy relative to the best compared isomer or geometry (same formula, charge and spin)   81.9 kcal/mol
Calculated total energy   -302.5626 Eh

CARTESIAN COORDINATES (ANGSTROEM)
1 O 2.6567 -0.0379 -0.4923
2 C 1.4624 -0.1158 -0.2723
3 N 0.6396 0.9867 -0.0709
4 C -0.7745 0.7178 -0.0786
5 C -0.8842 -0.6475 0.5521
6 N 0.8391 -1.3497 -0.0764
7 H 0.9911 1.8544 -0.4416
8 H -1.2123 0.7319 -1.0915
9 H -1.3198 1.4511 0.5273
10 H -0.6626 -0.7110 1.6050
11 H -1.8366 -1.1707 0.3217
12 H -0.1846 -1.5009 -0.3375



[4]
Density functional theory data (the ωB97M-V functional and the def2-TZVPD basis) for 2 unconnected molecules or ions with the total composition C3H8OS at a distorted geometry.

Values from the calculation:
Net charge   0
Molecular weight   92.16 g/mol
HOMO energy (alpha / beta)   -7.152 / -9.849 eV
E_LUMO (alpha / beta)   0.840 / -1.197 eV
Expectation value of S²   2.008
2S+1   3
Energy relative to the best compared isomer or geometry (same formula, charge and spin)   24.9 kcal/mol
Calculated total energy   -592.3423 Eh

CARTESIAN COORDINATES (ANGSTROEM)
1 C -1.2655 -1.1278 0.6914
2 C 0.3618 1.1149 -0.8216
3 C 0.7875 -0.2979 -0.7315
4 O -0.2792 1.5921 0.3084
5 S 1.9577 -0.7766 0.4988
6 H -0.6723 -0.9581 1.5945
7 H -2.2619 -0.6836 0.6412
8 H -1.1872 -2.0993 0.2454
9 H -0.2966 1.2218 -1.7832
10 H 1.2375 1.7083 -1.1039
11 H 1.1214 -0.6582 -1.6176
12 H -0.8683 0.9337 0.6909
13 H 1.3651 0.0307 1.3872



[5]
Density functional theory data (the ωB97M-V functional and the def2-TZVPD basis) for 8 unconnected molecules or ions with the total composition C12H34BCl4F4O10 at a distorted geometry.

Values from the calculation:
Net charge   0
Molecular weight   567.01 g/mol
HOMO energy (alpha / beta)   -9.720 / -9.720 eV
E_LUMO (alpha / beta)   -0.550 / -6.903 eV
Expectation value of S²   0.756
2S+1   2
Calculated total energy   -3495.0553 Eh

CARTESIAN COORDINATES (ANGSTROEM)
1 B 13.6300 0.4377 -17.3479
2 F 14.7992 1.0437 -17.1077
3 F 13.6529 0.0893 -18.6485
4 F 13.4205 -0.6619 -16.6259
5 F 12.6223 1.3641 -17.1529
6 C 10.3989 1.5237 -18.9048
7 C 9.3102 1.8992 -19.8729
8 O 9.7591 2.2966 -21.1722
9 O 10.5786 0.1109 -18.8054
10 H 9.9764 1.9070 -17.9760
11 H 11.3509 2.0156 -19.1043
12 H 8.8549 2.7984 -19.4579
13 H 8.6495 1.0381 -19.9728
14 H 9.9303 1.5076 -21.6916
15 H 11.4932 0.0096 -18.5319
16 C 15.1341 3.6735 -21.4787
17 C 14.3057 2.8402 -20.5104
18 O 14.5384 1.4807 -20.7085
19 O 16.4825 3.7772 -21.0704
20 H 14.7558 4.6877 -21.3513
21 H 15.2068 3.4910 -22.5509
22 H 13.2827 3.1870 -20.6564
23 H 14.6290 3.0470 -19.4902
24 H 14.1318 0.9214 -20.0426
25 H 16.8447 2.9000 -21.2152
26 C 10.0948 -1.7980 -15.6223
27 C 9.9460 -0.2769 -15.4109
28 O 8.8824 -0.0496 -14.4568
29 O 9.8930 -2.5527 -14.4427
30 H 11.0140 -2.0413 -16.1554
31 H 9.3023 -2.1810 -16.2652
32 H 9.7783 0.2920 -16.3254
33 H 10.8265 0.1486 -14.9295
34 H 8.2276 0.5288 -14.8548
35 H 10.2108 -3.4505 -14.5630
36 C 17.8276 2.0133 -16.7995
37 C 17.5024 2.3056 -18.3193
38 O 18.6151 1.7921 -19.0428
39 O 18.7753 2.9766 -16.4997
40 H 18.1840 1.0452 -16.4475
41 H 16.9736 2.2198 -16.1545
42 H 17.4554 3.3644 -18.5741
43 H 16.5958 1.8349 -18.6993
44 H 18.4639 1.8444 -19.9894
45 H 19.3290 2.9457 -17.2833
46 C 13.8569 -3.4573 -18.6998
47 C 14.2385 -2.7371 -20.0197
48 O 15.2102 -1.7750 -19.7313
49 O 12.8048 -2.6984 -18.0873
50 H 14.6895 -3.5926 -18.0094
51 H 13.4492 -4.4623 -18.8088
52 H 13.3327 -2.2928 -20.4324
53 H 14.5744 -3.4854 -20.7375
54 H 14.7572 -1.1348 -19.1776
55 H 13.1316 -2.0071 -17.5068
56 C 13.8972 4.4553 -16.7479
57 Cl 14.8157 5.2368 -15.4359
58 Cl 13.3252 5.5687 -18.0296
59 H 14.4308 3.6312 -17.2214
60 H 13.0063 4.0515 -16.2669
61 C 14.6261 -0.1040 -13.7205
62 Cl 15.2081 -0.6737 -12.1233
63 Cl 14.0724 1.5661 -13.5974
64 H 15.4481 -0.0529 -14.4345
65 H 13.8290 -0.7700 -14.0507



[6]
Density functional theory data (the ωB97M-V functional and the def2-TZVPD basis) for a molecular structure, C10H22Br3CuN4O6 at a distorted geometry.

Values from the calculation:
Net charge   +1
Molecular weight   597.57 g/mol
HOMO energy (alpha / beta)   -11.916 / -11.915 eV
E_LUMO (alpha / beta)   -3.753 / -8.180 eV
Expectation value of S²   0.755
2S+1   2
Energy relative to the best compared isomer or geometry (same formula, charge and spin)   65.2 kcal/mol
Calculated total energy   -10426.7449 Eh

CARTESIAN COORDINATES (ANGSTROEM)
1 Cu -33.4199 13.4153 4.2072
2 N -30.9176 12.2077 5.3788
3 O -30.4028 12.0312 6.3987
4 O -31.2025 11.2797 4.6101
5 O -31.3449 13.3457 5.0988
6 C -32.3338 7.7672 4.5359
7 C -30.9445 7.3406 4.0737
8 O -30.5863 6.1658 4.0664
9 N -30.1351 8.4072 3.9344
10 C -28.7119 8.3623 4.0095
11 H -33.1093 7.4583 3.8350
12 H -32.4182 8.8355 4.7347
13 H -32.5728 7.3239 5.5026
14 H -30.5540 9.3000 4.1521
15 H -28.2510 7.5294 4.5404
16 H -28.4019 9.2731 4.5218
17 H -28.2265 8.2825 3.0368
18 C -30.6112 8.8330 7.7388
19 C -29.1274 8.7651 7.7449
20 O -28.5509 7.6930 7.8229
21 N -28.4700 9.8880 7.4515
22 C -27.0308 10.1258 7.3669
23 H -31.0033 9.6982 7.2043
24 H -30.9358 8.8768 8.7785
25 H -31.2143 8.0473 7.2840
26 H -29.0812 10.6729 7.2770
27 H -26.4182 9.4327 7.9435
28 H -26.6878 11.0574 7.8170
29 H -26.7216 10.2429 6.3283
30 C -31.3345 11.7437 0.9760
31 C -31.3545 13.0825 1.6363
32 O -32.3847 13.3531 2.3039
33 N -30.2196 13.7794 1.4157
34 C -30.2030 15.0954 2.0882
35 H -30.3881 11.7042 0.4367
36 H -32.2241 11.6115 0.3602
37 H -31.2726 10.9550 1.7258
38 H -29.5512 13.5006 0.7116
39 H -30.7872 15.8631 1.5809
40 H -29.2422 15.5945 2.2144
41 H -30.4718 15.0410 3.1432
42 C -27.3903 12.6825 4.3426
43 Br -28.1737 14.4756 4.4530
44 Br -25.4947 12.7434 4.7371
45 Br -27.8284 11.6689 2.6529
46 H -27.8422 12.0318 5.0913



[7]
Density functional theory data (the ωB97M-V functional and the def2-TZVPD basis) for a single C6H10N2 molecule at a distorted geometry.

Values from the calculation:
Net charge   0
Molecular weight   110.16 g/mol
HOMO energy   -6.672 eV
E_LUMO   -1.210 eV
Energy relative to the best compared isomer or geometry (same formula, charge and spin)   187.1 kcal/mol
Calculated total energy   -343.8386 Eh

CARTESIAN COORDINATES (ANGSTROEM)
1 C -2.5481 0.2833 0.2564
2 C -1.7141 0.7737 -0.9425
3 C -0.1841 0.8465 -0.7853
4 C 0.2651 -0.3402 0.1157
5 C 1.4403 0.1847 0.9241
6 N 2.5061 0.2860 0.0542
7 C 1.7151 -0.8132 -0.3481
8 N -0.4848 -1.3266 0.6905
9 H -2.4887 1.0353 1.0418
10 H -1.7465 -0.6531 0.5981
11 H -3.4318 -0.2748 -0.0373
12 H -2.2147 1.6971 -1.2539
13 H -1.8755 -0.0074 -1.6784
14 H 0.2477 0.6265 -1.7798
15 H 0.2694 1.7688 -0.4573
16 H 1.2240 0.4866 1.9534
17 H 2.2999 -1.7177 -0.2539
18 H -0.1217 -1.5345 1.6169